#i
A 2-piece molecular cluster, C3H10NS overall, computed with wB97M-V/def2-TZVPD.

Frontier orbital gap ... 4.218 eV
LUMO level ... -9.795 eV
Net charge ... +1
Molar mass ... 92.2 g mol⁻¹

Geometry (Å):
C (0.4934, 0.5375, -0.3794)
C (-0.0073, -0.5290, -1.3693)
C (-1.4762, -0.3516, -1.9148)
S (-2.6731, -0.2100, -0.7150)
N (0.1852, 0.1603, 0.9694)
H (1.5656, 0.6085, -0.5086)
H (0.0777, 1.5085, -0.6966)
H (-0.0063, -1.4644, -0.8150)
H (0.6321, -0.5688, -2.2524)
H (-1.7223, -1.0938, -2.6595)
H (-1.5298, 0.6446, -2.4392)
H (2.0719, -0.0178, 4.8396)
H (0.4708, 0.8186, 1.6771)
H (-0.8124, 0.0166, 1.0838)
H (2.7306, -0.0592, 5.1797)

Mulliken population analysis, charges in e, atoms 1 to 4: -0.397, -0.699, -0.501, 0.281

#ii
A 2-piece molecular cluster, C3H10NS overall, computed with wB97M-V/def2-TZVPD.

Frontier orbital gap ... 6.297 eV
LUMO level ... -8.996 eV
Net charge ... +1
Molar mass ... 92.2 g mol⁻¹

Geometry (Å):
C (0.5036, -1.3972, -0.8934)
C (1.1367, -0.1018, -1.3786)
C (0.1653, 1.0539, -0.9986)
S (-0.1423, 0.9459, 0.7027)
N (0.8015, -1.5685, 0.5036)
H (0.8685, -2.2582, -1.4160)
H (-0.5721, -1.2803, -1.0882)
H (2.0584, 0.0601, -0.8187)
H (1.2486, -0.1706, -2.4524)
H (0.6215, 1.9859, -1.3049)
H (-0.7763, 0.9839, -1.5491)
H (-3.2839, 2.2766, 4.6583)
H (0.3656, -2.4119, 0.8426)
H (0.5400, -0.7894, 1.0538)
H (-3.5351, 2.6716, 4.1387)

Mulliken population analysis, charges in e, atoms 1 to 4: -0.395, -0.702, -0.478, 0.145

#ii is preferred energetically. Next in line: 0.0170 hartree higher.